# 1
Formula: C24H67InN5NaO11S
Source: the OMol25 dataset
Level of theory: ωB97M-V with the def2-TZVPD basis set

Geometry as XYZ:
```
110
C24H67InN5NaO11S, DFT ωB97M-V with the def2-TZVPD basis set
In 0.45935 2.99988 -2.59844
Na 1.63589 2.90194 1.78066
S -0.29773 1.16232 0.11069
O 0.04943 0.66572 -1.22843
O -0.35549 2.65374 0.02222
O -1.57571 0.61209 0.57160
O 0.77957 0.87193 1.08989
C -4.04403 5.88502 1.47257
C -2.70077 5.19391 1.51475
C -2.38656 4.57239 2.90509
O -2.21391 5.62390 3.78925
C -1.67004 5.21369 5.05249
N -2.55860 4.29564 0.37884
H -4.28812 6.20316 0.45846
H -4.08688 6.74563 2.13492
H -4.87743 5.21847 1.72617
H -1.90347 5.94796 1.44469
H -1.37949 4.09284 2.85031
H -3.13414 3.80904 3.17164
H -2.36593 4.50191 5.51112
H -1.63963 6.12101 5.64334
H -0.70359 4.72158 4.89331
H -1.72149 3.69288 0.46775
H -3.31190 3.60932 0.52538
C 5.00004 0.44902 -3.32758
C 3.81456 1.39727 -3.52708
C 3.17369 1.33776 -4.89276
O 2.19719 2.36147 -4.94480
C 1.55167 2.42739 -6.21218
N 2.76424 1.15762 -2.51859
H 4.72065 -0.58445 -3.54706
H 5.28568 0.50201 -2.27764
H 5.80763 0.73473 -3.99954
H 4.13717 2.42766 -3.33111
H 2.71889 0.35061 -5.04995
H 3.97450 1.44856 -5.63416
H 1.16807 1.44328 -6.50437
H 2.19308 2.82881 -6.99912
H 0.69061 3.09046 -6.11471
H 3.23592 0.95320 -1.62798
H 2.31263 0.21494 -2.67726
C -0.14037 -3.18661 -2.78899
C 1.13332 -2.57101 -3.35045
C 1.42798 -2.96826 -4.78289
O 1.66780 -4.34165 -4.74179
C 1.88836 -4.86188 -6.04581
N 1.06318 -1.08157 -3.21542
H -0.19089 -4.26911 -2.94428
H -1.11278 -2.83779 -3.15438
H -0.15488 -3.06931 -1.69816
H 1.93324 -2.97525 -2.72317
H 2.32391 -2.44616 -5.14147
H 0.57109 -2.72915 -5.42966
H 0.94991 -4.84462 -6.61446
H 2.17015 -5.89943 -5.90104
H 2.61881 -4.27861 -6.61022
H 0.29860 -0.79247 -3.83562
H 0.59282 -0.96629 -2.30898
C 4.88235 -1.97473 -0.00120
C 3.45252 -1.55267 -0.28260
C 2.41631 -2.47825 0.37841
O 2.66187 -3.80598 -0.00419
C 1.92057 -4.75075 0.76123
N 3.27552 -0.16498 0.16690
H 5.12084 -2.97510 -0.36099
H 5.16270 -2.03522 1.06131
H 5.58247 -1.24849 -0.41627
H 3.40547 -1.54117 -1.38374
H 1.39766 -2.19520 0.08219
H 2.64612 -2.30942 1.44620
H 2.62025 -5.16288 1.49418
H 1.57186 -5.55059 0.11008
H 1.04195 -4.36546 1.28467
H 3.50594 -0.15820 1.16518
H 2.28637 0.08298 0.21013
C -1.49784 1.14929 4.38306
C -0.27961 0.18560 4.61531
C -0.52093 -0.71403 5.79575
O -0.89643 0.03378 6.87953
C -0.88554 -0.64509 8.12407
N 0.00672 -0.54116 3.43925
H -1.61222 1.44499 3.34113
H -1.46069 1.97198 5.09742
H -2.42832 0.62692 4.63949
H 0.53434 0.88390 4.85469
H 0.38039 -1.27330 6.07963
H -1.29747 -1.44159 5.50355
H -1.51763 -1.53825 8.02756
H -1.26661 0.01966 8.88607
H 0.11855 -1.01689 8.36071
H 0.13422 0.10664 2.63261
H -0.83603 -1.09646 3.18429
C -3.61125 -3.19129 3.00490
C -3.41386 -2.11091 1.96350
O -2.20500 -1.41378 2.20475
H -2.82196 -3.94399 2.94903
H -4.53083 -3.73534 2.78863
H -3.64321 -2.75534 4.00229
H -4.32535 -1.50363 1.87845
H -3.33280 -2.54356 0.94604
H -2.09284 -0.68204 1.55753
C -4.82588 -0.42971 -2.79139
C -3.63768 0.25340 -2.14655
O -3.90998 0.50848 -0.79882
H -5.14777 -1.35176 -2.31065
H -4.60873 -0.66571 -3.83698
H -5.66072 0.27038 -2.84188
H -3.58078 1.23023 -2.66530
H -2.70697 -0.28517 -2.35363
H -3.06587 0.64279 -0.32112
```

Calculated values
Orbital gap (eV): 2.1
Strongest force on any atom (eV/Å): 2.621
Charge: +2
E (eV): -76352.219
HOMO energy (eV): -13.64

---

# 2
Formula: C17H40NP3STm
Source: the OMol25 dataset
Level of theory: ωB97M-V with the def2-TZVPD basis set

Geometry as XYZ:
```
63
C17H40NP3STm, DFT ωB97M-V with the def2-TZVPD basis set
Tm -0.93002 0.18675 -0.22251
P -0.30610 0.44355 2.55629
P 0.13533 2.78875 -0.39061
P -1.29049 -2.49147 0.66611
H 0.78037 -1.16438 -4.27129
C -0.07029 -1.79122 -4.00916
C -1.40643 -1.22299 -3.80081
H -1.59041 -0.20712 -4.15926
C 1.40153 -0.08193 3.03806
C -0.32918 2.05570 3.45511
C -1.26709 -0.50946 3.81981
C 0.41311 3.83399 -1.88546
C -0.56249 4.12271 0.68261
C 1.88095 2.63644 0.17758
C -1.59299 -3.90538 -0.45947
C -2.76896 -2.74482 1.72503
C 0.10100 -3.17981 1.64996
H -0.05252 -2.81380 -4.41694
H -2.25814 -1.91268 -3.93706
H 1.55232 0.03889 4.12170
H 2.13980 0.53674 2.51174
H 1.57208 -1.13142 2.77580
H -0.24874 1.88911 4.54365
H -1.28204 2.56832 3.25930
H 0.50182 2.69778 3.13533
H -1.06656 -0.12669 4.83409
H -1.01877 -1.57798 3.79891
H -2.34120 -0.38522 3.62064
H 0.96020 4.74492 -1.60323
H -0.56094 4.10998 -2.29998
H 0.98358 3.28266 -2.63756
H 0.20661 4.88899 0.89298
H -0.93346 3.70777 1.63299
H -1.39741 4.60343 0.13973
H 2.46762 3.49509 -0.18390
H 2.31586 1.72048 -0.25159
H 1.94221 2.58287 1.27477
H -1.43975 -4.84933 0.07891
H -0.91401 -3.88815 -1.31740
H -2.62624 -3.86698 -0.82293
H -2.78637 -3.78489 2.08229
H -3.65511 -2.56898 1.10069
H -2.78845 -2.06588 2.58342
H 0.10250 -4.27746 1.56678
H 0.02309 -2.90496 2.70964
H 1.05722 -2.80317 1.25513
C 1.08116 -0.50713 -1.85342
C 2.26268 -1.39034 -1.42296
C 3.55557 -0.79377 -1.85112
C 3.65714 0.23052 -2.74693
C 2.51381 0.91850 -3.21710
C 1.23943 0.57509 -2.75641
S -0.35464 -1.58049 -2.16055
H 2.30021 -1.60703 -0.33710
H 2.12086 -2.39719 -1.86379
H 4.44439 -1.33669 -1.54473
H 4.64088 0.49471 -3.13131
H 2.66558 1.72522 -3.93747
H 0.34452 1.10074 -3.12306
N -3.12592 0.88866 0.18439
H -3.69114 0.82576 -0.66671
H -3.13268 1.86434 0.50430
H -3.57486 0.31032 0.90406
```

Calculated values
⟨S²⟩: 2.002
Orbital gap (spin up / spin down) (eV): 5.5 / 5.6
Strongest force on any atom (eV/Å): 3.514
Charge: +3
E (eV): -87971.559
HOMO energy (spin up / spin down) (eV): -15.50 / -15.50
ΔE to the lowest compared entry with this formula, charge and spin (kcal per mole): 24.4
Multiplicity: 3

---

# 3
Formula: C3H32N2O14
Source: the OMol25 dataset
Level of theory: ωB97M-V with the def2-TZVPD basis set

Geometry as XYZ:
```
51
C3H32N2O14, DFT ωB97M-V with the def2-TZVPD basis set
O -2.01005 0.68951 3.12062
C -1.50931 1.28498 2.18488
N -1.49230 2.65018 2.19320
C -0.66695 0.66442 1.10366
N -1.50302 -0.29531 0.38474
C -0.86088 -1.22613 -0.43495
O -0.09353 -2.20748 0.32110
H -1.97475 3.14329 2.92405
H -0.95451 3.18409 1.53739
H 0.17830 0.14957 1.58839
H -0.10508 1.37816 0.49654
H -2.22158 -0.66286 0.99198
H -0.11350 -0.98259 -1.19476
H -1.57957 -1.82969 -0.99498
H -0.42365 -2.26989 1.22974
H -0.64248 3.30599 -1.72877
H 0.08319 4.62913 -1.99182
O 0.04901 3.88974 -1.37725
H 2.65377 2.32792 0.92924
H 2.63303 2.50157 2.31772
O 2.74041 3.07400 1.54277
H -0.47014 1.19182 -3.11773
H -1.14696 0.84790 -1.73511
O -1.19909 1.41389 -2.51361
H -2.71101 -0.50474 -2.21363
H -2.38315 0.03793 -3.48343
O -2.71228 -0.81039 -3.13353
H -1.16855 -1.18201 3.35002
H -1.47828 -2.66180 3.54569
O -1.46489 -1.97212 2.87335
H 1.10965 2.11022 -1.59027
H 2.56723 1.93830 -1.04859
O 1.67465 1.58184 -1.00550
H 0.27209 2.01992 4.56872
H 1.53104 1.40597 4.03248
O 0.58143 1.24986 4.07901
H 0.98104 -0.82044 -3.22807
H 1.49549 0.36203 -2.27714
O 1.26418 0.09995 -3.18625
H -1.48280 -2.22718 -3.08555
H -0.27814 -3.06673 -3.87262
O -0.53993 -2.50022 -3.14544
H 1.98847 -2.40396 0.33883
H 3.24443 -2.83840 1.05681
O 2.94979 -2.44427 0.22974
H 2.92225 -0.54773 0.66180
H 3.18987 -0.64547 2.26975
O 2.89886 -0.11980 1.53091
H -1.09892 -4.02212 -2.38601
H -1.40930 -4.17414 -0.93422
O -1.31355 -4.71671 -1.72388
```

Calculated values
Orbital gap (eV): 9.7
Strongest force on any atom (eV/Å): 2.989
E (eV): -35276.269
HOMO energy (eV): -9.61
ΔE to the lowest compared entry with this formula, charge and spin (kcal per mole): 46.2

---

# 4
Formula: C54H66NO2
Source: the OMol25 dataset
Level of theory: ωB97M-V with the def2-TZVPD basis set

Geometry as XYZ:
```
123
C54H66NO2, DFT ωB97M-V with the def2-TZVPD basis set
C -1.08318 6.59738 -3.06699
C -2.06455 6.17494 -4.25972
C -1.41009 4.89465 -4.94532
C -0.25712 5.31979 -5.94554
C 1.01655 4.41404 -5.66976
C 1.98960 4.98358 -4.56865
C 3.38077 4.24309 -4.67680
C 3.43418 2.81001 -3.99719
C 2.75351 2.72031 -2.57469
C 1.20995 2.38216 -2.59039
C 0.80475 1.19094 -3.53644
C -0.65599 0.62554 -3.22699
O -1.60725 1.67754 -2.88216
C -2.14510 1.48548 -1.62003
O -2.98870 0.69471 -1.33608
C -1.53567 2.41742 -0.50323
C -0.73130 1.84943 0.61152
C -0.16688 2.77482 1.57655
N -0.38590 4.13306 1.43767
C -1.12667 4.70871 0.43906
C -1.73390 3.87312 -0.57725
H -1.64418 7.33420 -2.43658
H -0.86055 5.66566 -2.47070
H -0.15742 7.01163 -3.53900
H -3.08043 5.87210 -3.89116
H -2.18053 7.01263 -5.00112
H -2.19419 4.25207 -5.44059
H -0.92997 4.29698 -4.11849
H 0.01996 6.40440 -5.90498
H -0.59623 5.06563 -6.99006
H 1.61595 4.32114 -6.62303
H 0.64139 3.38520 -5.42822
H 1.56736 4.99358 -3.53133
H 2.17784 6.06715 -4.84042
H 4.13828 4.90689 -4.16203
H 3.65064 4.10547 -5.76480
H 3.08479 1.98649 -4.68890
H 4.53345 2.59037 -3.83415
H 3.27895 1.93007 -1.97991
H 2.85911 3.73050 -2.07824
H 0.94101 2.05878 -1.53646
H 0.54751 3.27270 -2.79555
H 0.89769 1.40845 -4.63038
H 1.51022 0.33175 -3.32656
H -1.00446 0.09152 -4.15866
H -0.61986 -0.17158 -2.42586
H -0.57745 0.74627 0.66218
H 0.45310 2.38961 2.42406
H 0.05217 4.74745 2.12856
H -1.27139 5.81421 0.34454
H -2.34349 4.25555 -1.43241
C 3.72130 0.65989 -7.75476
C 4.84274 0.27231 -7.02844
C 5.34711 -1.01537 -7.16262
C 4.73644 -1.91334 -8.03017
C 3.61831 -1.52505 -8.75852
C 3.10793 -0.24014 -8.61802
H 3.32555 1.66411 -7.64771
H 5.32315 0.97521 -6.35672
H 6.21688 -1.31934 -6.59198
H 5.13267 -2.91617 -8.13858
H 3.14366 -2.22529 -9.43618
H 2.23282 0.06041 -9.18238
C 3.01775 4.14081 2.26888
C 3.34848 4.08119 3.61786
C 4.68202 4.07616 4.00587
C 5.68440 4.14037 3.04534
C 5.35290 4.20355 1.69691
C 4.01985 4.19951 1.30776
H 1.98082 4.14149 1.96656
H 2.56582 4.03786 4.36807
H 4.94075 4.02320 5.05659
H 6.72460 4.14130 3.34817
H 6.13516 4.25518 0.94883
H 3.76149 4.24327 0.25568
C 1.57702 -0.06822 4.92066
C 1.95988 -1.38709 4.70792
C 1.05482 -2.29732 4.17419
C -0.23153 -1.88639 3.84381
C -0.61366 -0.56680 4.05292
C 0.28896 0.34131 4.59543
H 2.28206 0.64047 5.33997
H 2.96452 -1.70633 4.95913
H 1.35194 -3.32704 4.01484
H -0.93605 -2.59541 3.42313
H -1.61728 -0.24552 3.79371
H -0.01173 1.37048 4.76423
C -4.36321 -4.97761 4.22432
C -3.90003 -3.92174 3.44833
C -3.84236 -4.04750 2.06528
C -4.25732 -5.22665 1.45715
C -4.72389 -6.28077 2.23289
C -4.77296 -6.15828 3.61648
H -4.40484 -4.88036 5.30339
H -3.58273 -2.99892 3.92270
H -3.47483 -3.22587 1.46034
H -4.21698 -5.32341 0.37826
H -5.04885 -7.19975 1.75866
H -5.13175 -6.98290 4.22112
C -2.78960 -3.15891 7.29114
C -3.21973 -1.84524 7.15051
C -4.01987 -1.26655 8.12820
C -4.38218 -1.99938 9.25207
C -3.94910 -3.31206 9.39454
C -3.15639 -3.89358 8.41243
H -2.16781 -3.61117 6.52620
H -2.93106 -1.27156 6.27639
H -4.36070 -0.24387 8.01510
H -5.00227 -1.54685 10.01703
H -4.23050 -3.88287 10.27191
H -2.82325 -4.91911 8.52129
C -2.21478 -8.95464 2.16458
C -2.31778 -9.66621 0.97537
C -2.38882 -11.05390 0.99903
C -2.36654 -11.72973 2.21324
C -2.26727 -11.01791 3.40263
C -2.18712 -9.63077 3.37850
H -2.15618 -7.87226 2.14577
H -2.34198 -9.13852 0.02851
H -2.46252 -11.60906 0.07116
H -2.42674 -12.81165 2.23211
H -2.25157 -11.54523 4.34962
H -2.10430 -9.07603 4.30607
```

Calculated values
Orbital gap (eV): 5.7
Strongest force on any atom (eV/Å): 2.663
Charge: +1
E (eV): -62644.969
HOMO energy (eV): -10.40

---

# 5
Formula: C24H38Cl3NO4SbScSi3
Source: the OMol25 dataset
Level of theory: ωB97M-V with the def2-TZVPD basis set

Geometry as XYZ:
```
75
C24H38Cl3NO4SbScSi3, DFT ωB97M-V with the def2-TZVPD basis set
Sc 0.96308 -0.98345 0.18272
O 3.09175 -4.37261 -1.03032
C 2.72615 -3.23728 -0.82537
O 1.51969 -2.86187 -0.50766
C 3.67233 -2.05412 -0.92843
C 5.01618 -2.08267 -1.26157
C 5.69550 -0.87207 -1.30933
C 5.03083 0.32130 -1.04045
C 3.69154 0.25136 -0.70628
N 3.06110 -0.91201 -0.65478
C 2.77431 1.40665 -0.34792
O 3.14762 2.55787 -0.41951
O 1.58578 0.99999 -0.00525
H 5.49745 -3.02899 -1.46287
H 6.74942 -0.85574 -1.55440
H 5.52409 1.28223 -1.07674
C -0.03276 3.42127 -1.99153
Si -1.24174 2.04852 -2.37969
C -2.89041 2.77276 -2.90972
C -0.56780 0.91630 -3.71352
Sb -1.51934 0.61700 -0.28244
Si -1.65765 2.31880 1.61094
C -2.51626 1.45660 3.04004
C 0.06361 2.85522 2.10601
C -2.65007 3.81943 1.06865
Si -3.92389 -0.24233 -0.38880
C -4.13416 -1.09921 -2.04732
C -4.27305 -1.43179 1.02630
C -5.14158 1.18529 -0.25927
H 0.27794 3.89748 -2.92699
H 0.86201 3.07357 -1.47629
H -0.49240 4.19642 -1.37385
H -2.74935 3.40109 -3.79383
H -3.31640 3.39858 -2.12279
H -3.61662 2.00064 -3.16860
H -0.43736 1.46803 -4.64813
H -1.23710 0.07598 -3.90871
H 0.40592 0.50961 -3.43097
H -1.98378 0.54960 3.33386
H -3.54627 1.18103 2.80301
H -2.54135 2.12326 3.90663
H 0.65085 2.02448 2.49840
H -0.02969 3.61088 2.89245
H 0.62461 3.28077 1.27371
H -3.65266 3.56348 0.72434
H -2.14430 4.36448 0.26915
H -2.75238 4.50366 1.91630
H -3.40359 -1.89871 -2.17859
H -4.02466 -0.39660 -2.87602
H -5.13213 -1.54107 -2.11694
H -3.58866 -1.32391 1.86894
H -4.21182 -2.46555 0.68397
H -5.28604 -1.25883 1.39808
H -4.97861 1.94718 -1.02158
H -5.10833 1.66458 0.72121
H -6.15275 0.78790 -0.39191
Cl -1.46070 -3.07387 -0.13150
C -0.85735 -4.57350 -0.89101
Cl -1.29046 -4.63826 -2.59751
H -1.32610 -5.40290 -0.37679
H 0.22170 -4.54955 -0.79887
Cl 6.58836 -2.38336 2.11140
C 4.88262 -2.08324 2.29402
C 3.99619 -3.15179 2.27923
C 2.63942 -2.91175 2.38347
C 2.12832 -1.60810 2.50197
C 0.69333 -1.30584 2.36497
C 3.06230 -0.55751 2.53406
C 4.42745 -0.78577 2.44053
H 4.37063 -4.15972 2.16166
H 1.95295 -3.74869 2.33760
H 0.41706 -0.38123 2.87573
H 0.02354 -2.12140 2.63563
H 2.70669 0.46318 2.62514
H 5.12726 0.03886 2.46395
```

Calculated values
Orbital gap (eV): 7.6
Strongest force on any atom (eV/Å): 0.551
E (eV): -123631.210
HOMO energy (eV): -7.72
ΔE to the lowest compared entry with this formula, charge and spin (kcal per mole): 0.0

---

- Which formula does entry 3 have?
  C3H32N2O14